C4H11NO2 | wB97M-V/def2-TZVPD

XYZ file:
```
18
C4H11NO2 wB97M-V/def2-TZVPD
C 1.808 1.251 0.013
N 0.552 1.087 0.064
C -0.269 0.357 -0.826
C -1.579 0.259 -0.559
C -2.620 0.199 -1.646
H 2.456 0.382 -0.192
H 2.229 2.136 0.484
H 0.285 -0.242 -1.539
H -2.056 0.509 0.390
H -3.584 -0.072 -1.186
H -2.421 -0.607 -2.380
H -2.770 1.154 -2.142
O 0.473 -2.319 6.775
H 0.809 -1.807 6.040
H -0.327 -2.823 6.776
O 2.327 -0.092 -3.162
H 3.068 0.537 -3.143
H 1.619 0.090 -3.769
```

The value obtained for the electronic energy is -9908.4399 eV. The calculation puts the HOMO-LUMO gap at 8.65 eV. The LUMO energy comes out at 0.019 Eh. The calculation puts the max |F| at 0.053 hartree/bohr. As for the spin multiplicity: 1.